C42H62Br10Ca2ClN4O9SSi2 as an isolated structure in a non-equilibrium geometry. Source: the OMol25 dataset; level of theory: ωB97M-V with the def2-TZVPD basis set.

```
133
Properties=species:S:1:pos:R:3:forces:R:3:mulliken_charge:R:1
C 5.953624 -4.398007 -2.501174 -0.161 -0.273 -0.086 -0.340
O 5.720769 -2.956539 -2.545977 -0.201 -1.296 1.122 -0.438
C 5.214107 -2.583574 -1.212782 0.093 0.102 -0.575 -0.523
C 4.472811 -1.127902 -1.232244 0.038 -1.329 0.139 -0.564
C 3.156117 -1.167717 -0.251108 -0.853 1.423 -1.387 -0.321
C 1.946484 -0.254521 -0.802842 -0.057 0.033 -0.233 -0.156
C 1.534150 -0.658897 -2.333327 -1.191 0.310 -0.128 -1.130
C 0.011558 -1.158361 -2.366858 -1.532 -0.390 -0.536 -0.103
C -1.143080 -0.103139 -2.259504 -1.231 -2.926 -0.065 0.064
Cl -0.570453 1.643190 -2.098968 -0.976 -2.568 -0.304 0.037
C -2.678911 -0.484062 -2.252252 3.471 -0.722 -0.310 0.428
C -3.771397 0.660612 -2.155506 -0.220 -0.008 0.655 -0.163
Br -3.618673 2.005845 -3.663911 -0.235 -1.566 -0.151 -0.083
C -3.742384 1.485900 -0.738254 -0.402 -1.078 0.791 1.102
C -2.840010 0.790482 0.395288 0.006 1.235 0.869 -0.755
Br -3.304886 3.446428 -0.962611 -0.194 -1.071 1.017 -0.053
C -3.003351 -2.036787 -2.347473 3.003 1.246 -1.416 0.132
S -4.796756 -2.482487 -2.280216 -2.092 -1.878 5.361 1.407
C -5.722369 -1.811542 -3.751499 0.064 1.177 -0.008 -0.903
O -5.082935 -3.952876 -2.175684 1.386 2.802 -1.820 -0.572
O -5.330139 -1.845837 -0.996184 1.520 -0.255 -3.871 -0.673
C -1.799566 -3.120954 -2.489604 -0.116 -0.722 4.070 -1.091
N -2.202628 -4.531260 -2.617391 3.362 2.354 -0.414 -0.597
C -1.077320 -5.456372 -2.760562 2.125 2.804 -0.235 -0.958
C 0.387942 -4.944980 -2.724503 -1.373 -0.557 -0.210 0.498
C 1.538796 -6.073731 -2.890793 0.419 1.419 2.003 0.051
C 1.113432 -7.493235 -2.311961 -0.705 -3.672 -4.012 0.332
O 0.891268 -8.407148 -3.162145 0.737 3.593 3.334 -0.525
O 1.010613 -7.839298 -0.931949 -1.218 1.257 -1.641 -0.293
C -0.345882 -8.050630 -0.519199 -2.820 1.899 3.782 0.600
C -1.343125 -9.157429 -1.081522 -0.099 -0.206 -1.013 -0.541
O -0.781417 -7.318847 0.412568 2.264 -2.920 -3.859 -0.493
N 0.875442 -3.579398 -2.585743 -5.176 -2.500 -0.147 -0.320
C -0.281906 -2.710106 -2.493910 -0.497 3.020 0.476 0.585
H 6.504607 -4.716154 -1.543862 -0.803 0.543 -1.237 0.285
H 6.590090 -4.753780 -3.381883 -0.989 0.832 1.074 0.264
H 4.927271 -4.933093 -2.533005 1.579 0.647 0.088 -0.046
H 4.506301 -3.432019 -0.869551 0.869 1.484 -0.450 0.455
H 6.097046 -2.558250 -0.494326 -1.117 -0.181 -1.290 0.370
H 4.225219 -0.879947 -2.318135 0.163 -0.373 1.469 0.382
H 5.247823 -0.376136 -0.864678 -1.282 -0.817 -0.415 0.194
H 3.464274 -0.700500 0.791815 -1.160 -0.489 -2.089 0.100
H 2.750590 -2.234108 -0.072258 0.753 1.779 -0.500 0.490
H 1.032731 -0.390882 -0.107222 1.447 0.273 -1.100 0.252
H 2.212938 0.871196 -0.827767 -0.308 -1.851 0.240 0.062
H 2.239783 -1.424135 -2.799088 -1.208 0.826 0.871 0.444
H 1.622690 0.302735 -2.965960 -0.309 -1.574 0.927 0.497
H -4.858113 0.287305 -2.259174 2.109 0.356 0.184 -0.232
H -4.817618 1.497107 -0.315456 1.942 0.096 -1.055 -0.827
H -3.217860 1.216606 1.403450 0.540 -0.687 -1.592 0.363
H -1.728860 1.105779 0.347962 -1.825 -0.733 -0.208 0.013
H -2.969764 -0.340915 0.451502 0.128 1.523 -0.385 0.288
H -4.983413 -1.370481 -4.504599 -1.015 -0.744 0.895 0.311
H -6.392333 -2.633652 -4.166725 1.054 1.076 0.660 0.373
H -6.332999 -0.914924 -3.352257 0.848 -1.619 -0.623 0.321
H -1.328067 -6.568754 -2.893310 0.473 2.005 0.214 0.382
H 2.416717 -5.694828 -2.237142 -1.380 -0.485 -0.972 -0.069
H 1.950690 -6.113838 -3.961804 -0.999 -0.415 1.646 0.346
H -2.364456 -8.644149 -1.248825 1.689 -0.737 0.557 0.041
H -1.048081 -9.611341 -2.083966 -0.054 0.735 1.405 0.261
H -1.502148 -10.045413 -0.360148 0.493 1.755 -0.847 0.334
C -7.697047 2.495161 1.347563 -0.103 0.088 0.091 -0.382
Br -6.168815 3.510418 1.976839 -0.252 -0.213 -0.197 -0.026
Br -8.936172 3.601746 0.347193 0.296 -0.222 0.168 -0.011
Br -7.153360 0.929457 0.339515 -0.281 0.117 0.216 0.022
H -8.227915 2.138178 2.228592 0.150 0.069 -0.254 0.357
Ca -2.222164 -3.301763 -4.577102 -0.411 -0.747 -2.346 1.353
C 0.387627 3.173267 1.663517 0.319 0.043 0.219 -0.678
Si 1.960428 3.482305 2.663552 -1.024 0.591 -0.396 -0.112
C 3.149208 2.093131 2.238784 0.151 -0.047 -0.040 -0.081
C 1.484092 3.340183 4.473725 0.043 -0.184 0.066 -0.895
N 2.589056 5.056732 2.253093 2.082 -0.410 0.481 0.296
Si 4.034710 5.659865 2.997228 -1.524 0.518 -0.400 -0.100
C 5.552076 4.587055 2.624490 0.334 -2.001 -0.269 -0.097
C 3.872188 5.850691 4.856592 0.259 0.087 0.189 -0.867
C 4.398148 7.397610 2.299512 -2.999 -1.175 -0.990 -0.957
H -0.021638 2.186990 1.906176 -0.034 0.066 -0.053 0.176
H -0.370153 3.928186 1.892465 0.001 -0.056 -0.056 0.289
H 0.599834 3.205304 0.591975 -0.056 0.001 -0.008 0.142
H 2.638472 1.128274 2.313119 -0.078 0.036 -0.014 0.286
H 3.998775 2.062556 2.921513 -0.038 0.064 -0.087 -0.621
H 3.524442 2.197578 1.217688 0.056 -0.026 0.059 0.295
H 0.863111 4.185352 4.780968 0.076 -0.034 0.020 0.254
H 2.361881 3.296376 5.122272 -0.031 0.058 0.082 0.161
H 0.910790 2.423417 4.640235 -0.016 0.020 -0.011 0.355
H 5.520869 3.639356 3.165258 -0.478 -0.141 -0.185 -0.304
H 6.478151 5.116712 2.933560 -0.919 -2.163 -0.246 0.186
H 5.628265 4.376757 1.552831 -0.062 -0.117 0.049 0.401
H 2.952286 6.380745 5.116329 0.023 -0.119 -0.037 0.261
H 4.714283 6.425702 5.252287 -0.029 0.010 -0.022 0.366
H 3.873275 4.884217 5.366015 -0.098 0.022 -0.008 0.216
H 3.569434 8.082128 2.522681 0.138 0.278 0.159 0.331
H 4.538672 7.357165 1.217177 0.229 0.134 0.097 0.496
H 5.324562 7.819935 2.756019 -0.386 1.610 0.255 0.294
C 5.499719 1.232770 5.762584 -1.326 0.030 -0.262 -0.030
Br 3.915503 0.131256 5.902663 0.696 0.329 -0.083 0.097
Br 6.790033 0.827909 7.163214 -0.412 0.011 0.537 -0.133
Br 6.298818 1.128081 3.993454 0.201 -0.352 0.240 0.036
H 5.184272 2.266052 5.908933 0.238 -0.174 0.023 0.300
C 2.129542 6.255438 -1.210429 0.392 -0.371 -0.807 0.148
C 2.683278 5.659476 -2.469832 0.932 -1.000 -2.151 0.132
N 3.119103 5.189150 -3.461340 -1.384 1.464 3.179 -0.466
H 2.263973 7.338446 -1.221410 -0.032 -0.100 -0.079 0.368
H 1.064703 6.030265 -1.129416 0.106 0.021 -0.033 0.099
H 2.646847 5.841342 -0.343199 -0.082 -0.051 -0.012 -0.263
Br 6.696341 6.914266 3.066005 3.894 3.024 0.961 -0.315
Ca 8.861361 0.656062 5.366714 0.497 -0.169 -0.710 0.967
C -5.394676 -6.777198 -0.621522 0.402 -0.158 -0.035 -1.351
C -6.281395 -7.862932 -1.189246 0.491 1.102 0.313 0.542
C -7.425337 -8.235830 -0.292838 -0.588 0.299 0.128 -0.480
O -7.673440 -9.587155 -0.664625 0.479 -0.283 -0.187 -0.326
C -6.487230 -10.089618 -1.109671 0.175 -1.147 -0.178 0.598
O -6.275352 -11.250708 -1.308338 -0.159 0.950 0.139 -0.539
O -5.572196 -9.095646 -1.296564 -0.473 -0.561 0.034 -0.265
H -4.543752 -6.596237 -1.283252 -0.165 0.157 0.001 0.147
H -5.945246 -5.842739 -0.495761 0.054 -0.073 -0.111 0.423
H -4.979642 -7.075050 0.345772 -0.169 -0.052 -0.037 0.380
H -6.628061 -7.583612 -2.190597 -0.087 -0.068 0.067 0.206
H -8.308270 -7.617298 -0.461975 -0.009 -0.232 -0.018 0.324
H -7.170873 -8.211738 0.771592 0.137 0.101 -0.099 0.321
C -0.421790 8.737112 1.187875 -0.076 -0.058 -0.065 -0.573
C -1.359808 9.592454 0.618112 0.003 -0.052 -0.022 -0.432
C -2.449332 9.070746 -0.072667 0.054 -0.073 0.046 -0.416
C -2.606194 7.692347 -0.185472 0.066 0.055 0.026 -0.458
C -1.670233 6.836988 0.387406 0.030 0.087 -0.006 -0.197
C -0.575564 7.358748 1.070500 -0.041 0.040 -0.006 -0.186
H 0.429423 9.144376 1.723624 -0.065 -0.025 -0.031 0.375
H -1.241242 10.666960 0.711845 -0.011 -0.092 -0.017 0.368
H -3.176795 9.737965 -0.522352 0.055 -0.052 0.047 0.365
H -3.458237 7.285369 -0.719908 0.062 0.026 0.043 0.385
H -1.793014 5.762648 0.300989 0.008 0.036 0.015 0.157
H 0.157270 6.691193 1.512662 0.000 0.012 -0.011 0.545
Br 4.832010 -1.962865 1.432961 1.995 -0.722 3.961 -0.549
```
Forces are in eV/Å.

Results
net charge = +1
gap between HOMO and LUMO = 1.4 eV
energy above the lowest of the compared OMol25 structures with the same formula, charge and spin = 301.43 kcal/mol